(1)
A cluster of 2 separate species, C4H10NO2S in total at a distorted geometry. Source: OMol25; level of theory: ωB97M-V with the def2-TZVPD basis set.

Each line ends with the natural charge from an NBO analysis.
Atoms and positions in Å:
C -0.7697 -0.2595 0.4484  -0.23
N -0.6496 0.7150 1.5632  -0.64
C 0.4017 1.7225 1.2460  -0.01
O 1.6139 1.4718 1.7001  -0.32
C 0.4375 -0.4941 -0.5189  -0.50
C 0.3663 0.2086 -1.8521  -0.52
S -0.9455 1.5445 -2.1380  0.04
H -1.6266 0.1083 -0.1429  0.20
H -0.9992 -1.2117 0.9254  0.21
H 0.0590 2.6163 1.8711  0.25
H 0.2763 2.0324 0.1891  0.20
H 0.2797 -1.5722 -0.7584  0.26
H 1.4071 -0.4140 -0.0269  0.23
H 0.1192 -0.4074 -2.7124  0.23
H 1.2097 0.9036 -2.0068  0.23
H -0.2030 0.3477 2.4038  0.36
H -0.6651 -4.1059 -0.0205  0.42
O -0.3121 -3.2059 -0.1702  -0.41

The net charge is 0. The multiplicity is 2. As for the energy above the lowest of the compared OMol25 structures with the same formula, charge and spin: 153.5 kcal per mole. As for the expectation value of S²: 1.7567. The value obtained for the highest occupied orbital energy (spin up / spin down) is -8.947 / -8.648 eV. Its orbital gap (spin up / spin down) is 7.383 / 5.852 eV. The value obtained for the LUMO energy (spin up / spin down) is -1.56 / -2.80 eV.

---

(2)
A cluster of 2 separate species, C5H13NO in total at a distorted geometry. Source: OMol25; level of theory: ωB97M-V with the def2-TZVPD basis set.

Each line ends with the natural charge from an NBO analysis.
Atoms and positions in Å:
C 0.1518 3.0367 -0.4905  -0.71
C -0.3510 2.2942 0.7078  0.67
N -1.6180 2.6017 1.1108  -0.82
O 0.3642 1.5577 1.3614  -0.61
H 0.8885 3.7691 -0.1703  0.25
H -0.6478 3.5507 -1.0234  0.20
H 0.6500 2.4032 -1.2186  0.24
H -2.0752 2.1614 1.8989  0.41
H -2.2313 3.0367 0.4380  0.38
C 1.7506 -2.2118 -0.1303  -0.61
C 0.3771 -1.6564 -0.4839  -0.41
C -0.7496 -2.6328 -0.1520  -0.60
H 2.5273 -1.8564 -0.8005  0.21
H 1.7584 -3.2964 -0.2344  0.20
H 1.9657 -1.9668 0.9061  0.21
H 0.1761 -0.7134 0.0294  0.22
H 0.2306 -1.3324 -1.5141  0.19
H -0.5235 -3.6440 -0.5060  0.19
H -0.9542 -2.7367 0.9162  0.20
H -1.6895 -2.3643 -0.6444  0.20

The net charge is 0. As for the energy above the lowest of the compared OMol25 structures with the same formula, charge and spin: 4.5 kcal per mole. The value obtained for the highest occupied orbital energy is -9.872 eV. The SMILES is CC(N)=O.CCC. Its orbital gap is 10.684 eV. The value obtained for the LUMO energy is 0.81 eV.

---

(3)
A structure of composition C9H14CaN2P at a distorted geometry. Source: OMol25; level of theory: ωB97M-V with the def2-TZVPD basis set.

Each line ends with the natural charge from an NBO analysis.
Atoms and positions in Å:
C -1.9647 -0.5593 0.5596  -0.41
C -2.5674 -0.6820 -0.7234  -0.36
C -2.8959 0.6261 -1.1819  -0.36
C -2.5832 1.5497 -0.1487  -0.37
C -1.9544 0.8380 0.9186  -0.41
Ca 1.6814 0.4902 0.8306  0.29
P 1.9806 -2.2099 0.7094  -0.20
H -1.6469 -1.3792 1.2076  0.19
H -2.7335 -1.6076 -1.2666  0.18
H -3.3826 0.8652 -2.1217  0.18
H -1.6420 1.2461 1.8863  0.20
H -2.8390 2.6057 -0.1497  0.18
H 2.8178 -2.8924 -0.2388  0.03
H 0.9422 -3.2018 0.7211  -0.01
H 2.6943 -2.6890 1.8723  0.05
C 3.9648 0.9419 -1.1032  -0.77
C 2.8134 1.8016 -1.5035  0.38
N 1.5585 1.6930 -1.0292  -0.68
C 0.7652 2.6153 -1.7346  -0.06
C 1.5634 3.2798 -2.6118  -0.12
N 2.8494 2.7570 -2.4443  -0.52
H 4.4594 0.5692 -2.0134  0.22
H 4.7041 1.5037 -0.5102  0.26
H 3.6484 0.0379 -0.5278  0.22
H -0.2948 2.6937 -1.5559  0.26
H 1.3230 4.0528 -3.3345  0.22
H 3.6772 3.0268 -2.9768  0.42

The net charge is -1. As for the energy above the lowest of the compared OMol25 structures with the same formula, charge and spin: 7.2 kcal per mole. The value obtained for the highest occupied orbital energy is -0.556 eV. Its orbital gap is 3.209 eV. The value obtained for the LUMO energy is 2.65 eV.

---

(4)
An isolated molecule of C4H6O2. Source: OMol25; level of theory: ωB97M-V with the def2-TZVPD basis set.

Each line ends with the natural charge from an NBO analysis.
Atoms and positions in Å:
O -0.7363 -0.0921 -1.4965  -0.60
C -1.3024 -0.4749 -0.4373  0.34
C -0.6388 -0.2573 0.7873  -0.60
C 0.3813 0.8406 0.5002  -0.50
C 1.1028 0.1641 -0.6421  0.47
O 1.4107 -1.0393 -0.3969  -0.62
H -2.2393 -1.0436 -0.5134  0.17
H 0.5147 -1.1927 0.3860  0.45
H -1.1294 -0.3764 1.7475  0.24
H -0.0533 1.7984 0.1962  0.22
H 1.0820 0.9977 1.3292  0.24
H 1.6079 0.6755 -1.4603  0.20

The net charge is 0. As for the energy above the lowest of the compared OMol25 structures with the same formula, charge and spin: 65.3 kcal per mole. The value obtained for the highest occupied orbital energy is -8.831 eV. Its orbital gap is 9.831 eV. The value obtained for the LUMO energy is 1.00 eV.

---

(5)
A structure of composition C21H63HfN11O8P3 at a distorted geometry. Source: OMol25; level of theory: ωB97M-V with the def2-TZVPD basis set.

Each line ends with the Mulliken charge.
Atoms and positions in Å:
Hf 11.9771 -24.5898 -10.4806  1.54
C 13.7875 -26.9365 -12.4626  -0.01
O 12.9316 -26.0552 -11.8287  0.55
H 13.5514 -27.1182 -13.5172  0.52
H 14.8307 -26.6027 -12.4266  -0.23
H 13.7735 -27.9306 -11.9957  0.09
O 16.9183 -31.2586 -15.3563  -0.92
P 15.7897 -31.7741 -14.5742  0.17
N 14.4693 -30.7173 -14.6294  0.65
C 13.2832 -30.9073 -13.8167  -1.17
C 14.2168 -30.0305 -15.9109  -0.92
N 16.2560 -32.0484 -13.0051  0.32
C 16.2119 -31.0233 -11.9562  -0.97
C 17.2763 -33.1066 -12.7823  -1.08
N 15.1303 -33.2283 -15.0778  0.35
C 15.4445 -33.7240 -16.4145  -0.95
C 14.2610 -34.0255 -14.2377  -1.05
H 13.5728 -31.3425 -12.8587  0.42
H 12.4822 -31.5054 -14.2575  0.31
H 12.9236 -29.9090 -13.5462  0.27
H 15.0477 -29.3812 -16.1758  0.17
H 13.3181 -29.4254 -15.8048  0.39
H 14.0684 -30.7665 -16.7043  0.25
H 15.8748 -31.5296 -11.0470  0.56
H 17.2102 -30.6230 -11.7681  0.55
H 15.4654 -30.2679 -12.1978  -0.11
H 17.8302 -32.7819 -11.9073  0.49
H 16.8141 -34.0813 -12.6239  0.21
H 17.8899 -33.1763 -13.6809  0.37
H 15.1321 -33.0133 -17.1857  0.27
H 16.5295 -33.7122 -16.5642  0.32
H 15.1099 -34.7387 -16.6042  0.44
H 13.9273 -33.4462 -13.3804  0.34
H 14.8337 -34.8553 -13.8026  0.36
H 13.4451 -34.4619 -14.8122  0.40
O 13.8413 -25.2794 -9.3491  -0.69
P 15.1742 -25.8538 -8.9218  -0.02
N 16.2973 -26.0733 -10.1084  0.87
C 17.3157 -27.1281 -10.0058  -1.29
C 16.6489 -25.0000 -11.0119  -0.94
N 15.1626 -27.2915 -8.0882  0.62
C 15.0979 -27.4045 -6.6409  -0.97
C 14.8591 -28.5218 -8.8315  -0.88
N 15.9358 -24.7955 -7.8702  0.26
C 15.0826 -24.0292 -6.9479  -0.93
C 17.3589 -24.6980 -7.6123  -1.04
H 17.3856 -27.5217 -8.9938  0.59
H 18.3301 -26.8539 -10.2924  0.43
H 17.0327 -27.9621 -10.6549  0.12
H 17.2066 -25.3873 -11.8622  0.23
H 17.3015 -24.2487 -10.5473  0.35
H 15.7934 -24.3891 -11.3124  0.15
H 14.4965 -28.2420 -6.2897  0.33
H 16.1039 -27.5332 -6.2316  0.33
H 14.7139 -26.5159 -6.1450  0.23
H 14.0899 -29.1498 -8.3818  0.41
H 14.6114 -28.3086 -9.8726  -0.13
H 15.7691 -29.1270 -8.8792  0.43
H 15.7031 -23.1996 -6.6064  0.37
H 14.2129 -23.6708 -7.4935  0.15
H 14.7936 -24.5518 -6.0333  0.29
H 17.9599 -25.2287 -8.3461  0.32
H 17.6309 -25.0877 -6.6273  0.34
H 17.6020 -23.6338 -7.6211  0.39
O 11.5254 -23.8422 -12.5988  -0.98
P 11.6444 -23.5860 -14.0926  0.21
N 11.2942 -22.0220 -14.4673  0.29
C 11.5928 -20.9706 -13.4986  -0.95
C 11.1793 -21.5463 -15.8450  -0.98
N 10.5387 -24.4680 -14.9314  0.20
C 10.7482 -25.8827 -15.2603  -0.88
C 9.1064 -24.2200 -14.6996  -1.03
N 13.0591 -23.9869 -14.8648  0.73
C 14.3493 -24.1160 -14.1693  -0.83
C 13.2119 -23.9667 -16.3130  -1.35
H 10.8116 -20.2144 -13.4938  0.36
H 12.5823 -20.5383 -13.6894  0.37
H 11.7696 -21.3166 -12.4774  0.15
H 10.4545 -22.1234 -16.4145  0.31
H 12.1600 -21.5293 -16.3209  0.25
H 10.8297 -20.5151 -15.8194  0.43
H 10.0203 -26.2428 -15.9830  0.45
H 11.7184 -26.0455 -15.7312  0.22
H 10.7370 -26.5027 -14.3582  0.25
H 8.8245 -24.7175 -13.7670  0.31
H 8.9153 -23.1513 -14.6050  0.36
H 8.5061 -24.5757 -15.5332  0.36
H 15.0145 -23.3142 -14.4979  0.45
H 14.2450 -24.0693 -13.0879  -0.12
H 14.7908 -25.0560 -14.5053  0.26
H 13.7648 -24.8549 -16.6326  0.40
H 13.7750 -23.0938 -16.6506  0.36
H 12.3034 -23.9861 -16.9111  0.43
C 10.9250 -28.6562 -7.9668  -0.76
N 11.5292 -28.1767 -9.2309  0.67
O 11.8155 -28.9948 -10.0507  -0.40
O 11.7721 -26.9659 -9.3444  -0.60
H 10.5324 -27.8387 -7.3738  0.31
H 11.8088 -28.9850 -7.4108  0.26
H 10.3248 -29.5150 -8.2443  0.35
C 17.3039 -28.2571 -14.3602  -0.38
N 18.4129 -27.2694 -14.3827  0.94
O 18.5079 -26.4813 -13.4522  -0.61
O 19.2146 -27.3981 -15.2703  -0.53
H 16.9132 -28.2226 -15.3732  0.34
H 16.5531 -27.8916 -13.6636  -0.17
H 17.7277 -29.2142 -14.0757  0.30

The net charge is +3. As for the energy above the lowest of the compared OMol25 structures with the same formula, charge and spin: 125.3 kcal per mole. The value obtained for the highest occupied orbital energy is -13.824 eV. Its orbital gap is 1.494 eV. The value obtained for the LUMO energy is -12.33 eV.